Model 1:
14
Properties=species:S:1:pos:R:3 method="wB97M-V/def2-TZVPD" e_homo_ev=-7.64 lumo_energy_ev=0.69 homo_lumo_gap_ev=8.332
C 0.6838 -0.4022 2.0236
C 0.9316 -0.5168 0.7100
N 0.0707 -0.2909 -0.3331
C 0.2215 -1.0601 -1.5126
H -0.3642 -0.2958 2.5490
H 1.4599 -0.9152 2.7051
H 1.8601 -0.9086 0.2133
H -0.3876 0.6209 -0.2370
H -0.6549 -1.2387 -2.0703
H 0.5225 -2.0801 -1.2623
H 0.9711 -0.6452 -2.2587
H -2.4169 2.4492 -0.4255
H -1.3790 2.9358 0.3361
O -1.5185 2.3478 -0.4376



Model 2:
14
Properties=species:S:1:pos:R:3 method="wB97M-V/def2-TZVPD" e_homo_ev=-8.16 lumo_energy_ev=-3.64 homo_lumo_gap_ev=4.521
C 0.7886 0.4076 -0.3461
C -0.3625 -0.1040 -0.0033
C -1.1159 0.7693 0.9588
O -2.7971 -1.2252 1.0697
N 2.7005 -0.3930 -1.6817
H 1.7015 0.0343 -1.1412
H 1.2947 1.0500 0.3820
H -0.8718 -1.0235 -0.2650
H -2.0807 0.1648 1.1361
H -1.3851 1.7382 0.5358
H -0.5566 0.8799 1.8886
H -3.6648 -1.4534 1.4087
H 2.8392 -1.0276 -2.4596
H 3.5100 0.1827 -1.4830



Model 3:
14
Properties=species:S:1:pos:R:3 method="wB97M-V/def2-TZVPD" e_homo_ev=-8.27 lumo_energy_ev=0.77 homo_lumo_gap_ev=9.042
N 0.2013 0.7782 -0.9084
C 1.1450 -0.0374 -0.1573
C -0.1917 -2.0305 0.5118
C 0.7062 -1.4995 -0.3088
H 0.5897 1.3330 -1.6439
H -0.7322 0.9231 -0.5537
H 1.1041 0.2822 0.8883
H 2.1531 0.0661 -0.5475
H -0.4745 -3.0487 0.2759
H -0.5399 -1.4097 1.3209
H 1.1592 -1.9158 -1.2001
H -1.4694 2.5402 0.1301
H -1.7809 2.1885 1.5425
O -1.8701 1.8303 0.6504



model 3 takes first place; second place is 0.0193 hartree up.



Model 1:
58
Properties=species:S:1:pos:R:3 method="wB97M-V/def2-TZVPD" e_homo_ev=-1.98 lumo_energy_ev=4.01 total_charge=-2 homo_lumo_gap_ev=5.986
Pd -0.0442 1.6905 -1.4486
C 1.2240 -4.3536 -5.2988
C 0.4070 -3.1332 -4.9637
C 0.9589 -2.0831 -4.2333
C 0.2029 -0.9732 -3.8920
C -1.1268 -0.9053 -4.2865
C -1.6934 -1.9380 -5.0145
C -0.9253 -3.0444 -5.3523
S -2.0905 0.5335 -3.8395
O -1.4578 1.6605 -4.4739
O -3.4496 0.2355 -4.2592
N -1.8913 0.6485 -2.2681
C -2.3841 -0.3342 -1.4258
C -3.3981 -1.2436 -1.6908
C -3.8385 -2.1564 -0.7149
C -3.3081 -2.1877 0.5417
C -2.2604 -1.2944 0.8640
C -1.6577 -1.2588 2.1430
C -0.6339 -0.3966 2.3925
C -0.1879 0.4300 1.3438
N -0.7284 0.4328 0.1484
C -1.7799 -0.3970 -0.1124
H 2.2914 -4.1404 -5.2375
H 1.0043 -4.7130 -6.3057
H 1.0097 -5.1698 -4.6043
H 1.9962 -2.1326 -3.9207
H 0.6382 -0.1606 -3.3181
H -2.7325 -1.8623 -5.3054
H -1.3706 -3.8536 -5.9223
H -3.8825 -1.2209 -2.6530
H -4.6405 -2.8387 -0.9760
H -3.6686 -2.8767 1.2964
H -2.0297 -1.9219 2.9161
H -0.1540 -0.3219 3.3578
H 0.6420 1.1082 1.5041
S 3.2095 1.5696 -1.6864
C 2.8131 1.6970 -3.3797
C 1.7206 2.4636 -3.5616
N 1.1482 3.0441 -2.4415
C 1.7527 2.5657 -1.2947
H 3.3576 1.1511 -4.1332
H 1.2449 2.6366 -4.5186
H 1.8890 3.2224 -0.4403
F 1.7326 3.3532 3.9301
C 0.5424 3.3134 4.5215
F 0.3560 4.4691 5.1707
F -0.3930 3.2221 3.5704
S 0.3812 1.8579 5.6725
O 1.1676 0.8316 5.0427
O -1.0356 1.6727 5.7787
N 0.9230 2.3696 7.0625
S 2.4418 2.5090 7.4514
O 2.5580 3.3800 8.5854
O 3.3568 2.6583 6.3572
C 2.8574 0.8592 8.1783
F 4.0797 0.9168 8.7327
F 2.8664 -0.1129 7.2701
F 1.9898 0.5222 9.1411



Model 2:
58
Properties=species:S:1:pos:R:3 method="wB97M-V/def2-TZVPD" e_homo_ev=-1.39 lumo_energy_ev=4.17 total_charge=-2 homo_lumo_gap_ev=5.567
Pd -1.7383 -0.2688 -0.9372
C 6.5996 0.4749 -1.7752
C 5.2645 -0.2188 -1.8010
C 4.0928 0.4814 -1.5247
C 2.8643 -0.1570 -1.5094
C 2.7911 -1.5169 -1.7741
C 3.9455 -2.2299 -2.0492
C 5.1729 -1.5806 -2.0670
S 1.1839 -2.3151 -1.7878
O 0.5507 -1.8525 -3.0005
O 1.4658 -3.7399 -1.7101
N 0.4183 -1.6968 -0.5498
C 0.8403 -1.9879 0.7258
C 1.9335 -2.7547 1.1115
C 2.2830 -2.9325 2.4617
C 1.5652 -2.3683 3.4770
C 0.4324 -1.5847 3.1458
C -0.3622 -0.9691 4.1390
C -1.4456 -0.2258 3.7797
C -1.7453 -0.1003 2.4059
N -1.0287 -0.6518 1.4618
C 0.0625 -1.3895 1.7956
H 6.5019 1.5302 -2.0330
H 7.2990 0.0163 -2.4763
H 7.0524 0.4231 -0.7811
H 4.1409 1.5447 -1.3148
H 1.9550 0.3880 -1.2887
H 3.8689 -3.2925 -2.2422
H 6.0746 -2.1435 -2.2871
H 2.5317 -3.2620 0.3697
H 3.1527 -3.5429 2.6827
H 1.8337 -2.5054 4.5184
H -0.0878 -1.0990 5.1815
H -2.0708 0.2681 4.5122
H -2.5951 0.4859 2.0761
S -4.1928 -1.6911 0.0213
C -5.3483 -0.9847 -1.0364
C -4.8577 -0.9814 -2.3038
N -3.6369 -1.5568 -2.4968
C -3.1111 -1.9088 -1.3308
H -6.2592 -0.5335 -0.6803
H -5.3691 -0.5405 -3.1493
H -2.2914 -2.6186 -1.2539
F -0.0817 1.9631 0.0116
C -0.7513 2.4421 -1.0369
F -0.4093 3.7200 -1.1855
F -0.3490 1.8090 -2.1441
S -2.6370 2.2470 -0.8400
O -3.0409 1.6472 0.4069
O -3.1112 1.7895 -2.1140
N -3.0415 3.8183 -0.8103
S -2.8786 4.7054 0.4620
O -3.1313 6.0760 0.1032
O -1.7539 4.4104 1.3111
C -4.3471 4.3028 1.5615
F -4.8006 5.4223 2.1591
F -4.0329 3.4476 2.5376
F -5.3705 3.7883 0.8724



model 1 takes first place; second place is 0.0813 hartree up.